Molecular formula: C5H11N
Method: DFT, ωB97M-V with the def2-TZVPD basis set

The geometry in XYZ format:
```
17
Properties=species:S:1:pos:R:3
C -0.4862 0.3814 -1.8756
C 0.3317 0.0245 -0.6373
C 0.2689 -1.4791 -0.3559
N -0.0855 0.9094 0.4611
C -0.7540 0.3819 1.6364
C 0.6490 0.8620 1.7036
H -1.5498 0.1733 -1.7116
H -0.3793 1.4462 -2.1004
H -0.1535 -0.1979 -2.7443
H 1.3781 0.2921 -0.8340
H -0.7689 -1.8221 -0.2704
H 0.7985 -1.7605 0.5627
H 0.7288 -2.0304 -1.1826
H -0.9062 -0.6935 1.7282
H -1.5665 0.9909 2.0290
H 0.8908 1.8253 2.1486
H 1.4264 0.1041 1.8192
```

For the energy above the lowest of the compared OMol25 structures with the same formula, charge and spin, the calculation gives 122.74 kJ/mol. The calculation puts the largest force on an atom at 0.006 hartree/bohr. The HOMO-LUMO gap comes out at 10.145 eV. As for the structure (SMILES): CC(C)N1CC1.

Mulliken population analysis, charges in e, atoms 1 to 5: -1.436, 0.690, -1.439, -0.295, -0.393

---

Molecular formula: C15H54N10O12
Method: DFT, ωB97M-V with the def2-TZVPD basis set

The geometry in XYZ format:
```
91
Properties=species:S:1:pos:R:3
N 0.8231 0.1013 -4.6532
C 0.0121 0.9123 -4.0052
N -1.0889 1.0783 -4.6502
O 0.3061 1.5293 -2.7812
H 1.7431 -0.2077 -4.2782
H 0.5691 -0.2937 -5.5362
H -1.8989 1.4493 -4.0552
H -1.3049 0.6123 -5.5392
N 2.2531 4.2093 -3.5242
C 3.0711 3.6093 -2.6652
N 2.4461 2.6833 -1.9542
O 4.3681 4.0313 -2.4422
H 2.5851 5.0813 -3.8772
H 1.2761 3.9183 -3.5922
H 2.9941 2.3243 -1.1692
H 1.5041 2.2153 -2.1642
N -3.1329 2.1693 4.1898
C -1.8949 2.0673 3.7898
N -1.4139 0.9263 4.0828
O -1.2049 3.0713 3.2418
H -3.6569 2.8623 3.6358
H -3.7079 1.4443 4.7098
H -0.4759 0.7153 3.8548
H -1.9179 -0.0117 4.3038
N -0.3969 4.3623 0.9458
C 0.7121 3.9383 0.4478
N 0.7851 4.4413 -0.7152
O 1.7261 3.2203 1.0838
H -0.6359 3.8213 1.7868
H -1.2299 4.7413 0.4308
H 1.5991 4.0203 -1.2032
H -0.0209 4.8083 -1.2292
N -1.8329 -4.2857 0.4978
C -1.7539 -3.9287 -0.7672
N -1.4019 -2.7317 -0.8112
O -2.0069 -4.7487 -1.8282
H -2.5399 -5.0667 0.5868
H -1.3729 -3.8587 1.2698
H -0.9879 -2.4097 -1.7652
H -1.2159 -2.1407 -0.0232
C -3.7919 -0.8397 1.1108
C -4.4759 -2.1667 0.9688
O -4.7349 -2.6657 2.2268
H -4.4679 0.0153 1.2248
H -3.2779 -0.6197 0.2218
H -2.8669 -0.8547 1.7898
H -3.9019 -3.0107 0.4528
H -5.4169 -1.9667 0.4988
H -4.5159 -3.6357 2.0678
C 3.7521 -0.8507 1.3748
C 3.8661 0.5833 0.7808
O 4.2981 0.5753 -0.5732
H 4.6611 -1.4497 1.3708
H 3.1091 -1.4887 0.8568
H 3.4901 -0.8527 2.4168
H 4.4701 1.1393 1.4428
H 2.8841 0.9593 0.8328
H 5.1781 0.2823 -0.5362
C 1.7851 -2.0297 -1.7012
C 1.1971 -2.7667 -2.8272
O -0.0639 -2.2637 -3.1882
H 1.2481 -2.1487 -0.8402
H 1.8571 -0.9977 -1.8202
H 2.7261 -2.4207 -1.4702
H 0.9931 -3.7767 -2.4992
H 1.8331 -2.8217 -3.7442
H 0.0391 -1.4147 -3.6822
C 1.2631 -1.0157 4.0838
O 1.1511 0.2423 3.4008
H 0.3271 -1.6547 4.0448
H 1.3541 -0.7797 5.1208
H 2.0011 -1.7587 3.7278
H 1.7031 0.9473 3.6328
C 0.2821 0.1323 -0.0582
O -0.1809 -0.6137 1.0688
H -0.1119 1.1223 0.0488
H -0.1099 -0.2627 -0.9722
H 1.3891 0.1493 -0.1512
H 0.2951 -0.2587 1.8288
C -2.2999 1.9053 -1.5112
O -2.7809 2.7793 -2.5302
H -3.1199 1.5503 -0.8582
H -1.6439 2.4113 -0.7872
H -1.8399 0.9833 -1.8322
H -3.3809 3.3923 -2.1572
C 0.8371 -3.6377 1.9198
O -0.2539 -3.7877 2.7958
H 1.6671 -3.9637 2.5418
H 0.9481 -2.7417 1.4358
H 0.7841 -4.3447 1.1638
H 0.1651 -3.9877 3.6598
```

For the energy above the lowest of the compared OMol25 structures with the same formula, charge and spin, the calculation gives 295.01 kJ/mol. The calculation puts the largest force on an atom at 0.177 hartree/bohr. The HOMO-LUMO gap comes out at 8.269 eV. As for the structure (SMILES): NC(N)=O.NC(N)=O.NC(N)=O.NC(N)=O.NC(N)=O.CCO.CCO.CCO.CO.CO.CO.CO.

Mulliken population analysis, charges in e, atoms 1 to 5: -0.548, 0.295, -0.305, -0.285, 0.285